Record 1
The following is a DFT calculation (ωB97M-V/def2-TZVPD) of a structure of composition C40H41BF2N4P2PdSTe.

```
93
Properties=species:S:1:pos:R:3:mulliken_charge:R:1
H -1.36 -5.37 -0.36 0.359
N -2.85 -0.08 -1.71 1.197
C 4.03 -3.68 -3.76 -0.321
C 2.03 -1.60 4.76 -0.751
H -0.78 1.57 -2.35 0.019
H -3.41 -1.06 -5.42 0.342
S -4.94 -0.95 -0.32 -0.398
H 6.32 -2.37 2.99 0.387
H 8.06 -0.77 3.73 0.361
C -1.80 -3.33 0.14 -0.623
C -4.38 -0.55 -5.39 -1.467
H -0.61 0.25 5.80 0.398
C 3.33 -2.53 -3.44 -0.578
C -0.95 -4.40 -0.07 -0.599
Pd -0.83 1.47 0.59 -0.370
H 1.37 3.08 0.81 0.503
H -5.15 -1.29 -5.61 0.312
C 2.66 2.09 2.23 0.243
H 5.26 -4.57 -0.91 0.349
H 2.79 -2.00 -4.21 0.318
C 0.92 -0.56 2.88 0.548
B -2.23 2.89 -0.02 -0.151
C -1.19 1.02 -3.20 -0.910
H 4.03 -4.04 -4.79 0.340
C 4.91 0.50 1.82 0.337
H 2.63 -1.82 2.71 0.051
H -2.88 -3.43 0.02 0.407
C -4.07 -0.59 -1.73 -0.066
F -2.96 3.76 0.78 -0.270
C 1.11 -1.02 5.63 -0.479
H 7.78 1.65 3.24 0.371
H 0.11 4.32 2.49 0.353
C 3.32 -2.08 -2.12 0.094
H 1.19 -1.19 6.70 0.331
N -7.36 2.19 -2.92 -0.671
C -1.28 -2.09 0.48 -1.056
H 2.53 2.59 5.58 0.345
H 2.82 -2.23 5.15 0.422
H 5.79 2.44 2.01 0.359
C -1.81 -0.28 -2.72 -0.088
H -0.38 0.80 -3.90 0.311
C 1.93 -1.38 3.40 0.192
H -5.14 2.73 -0.45 0.376
C 4.70 -3.98 -1.63 -0.483
C 7.18 -0.41 3.20 -0.389
C 0.93 -2.99 0.42 -0.159
H -4.86 4.87 -1.67 0.394
H 1.09 -5.07 -0.10 0.425
C 2.97 1.97 3.58 0.102
H -5.57 -1.26 -2.79 0.326
C 5.90 1.38 2.23 -0.215
H 4.31 -1.53 1.77 -0.498
C -5.74 2.95 -1.32 -0.182
H -1.95 -1.24 0.64 0.492
C 1.64 2.97 1.86 -0.542
H -7.81 3.48 -4.46 0.355
C 6.21 -1.31 2.78 -1.020
H -2.22 -0.86 -3.54 0.124
C 0.09 -1.90 0.61 1.160
H -1.03 -0.88 -2.25 0.087
F -2.66 3.15 -1.31 -0.215
C 0.01 0.02 3.76 -0.689
P 0.71 -0.22 1.08 0.132
H -2.49 0.26 -0.80 -0.808
C 2.40 -0.18 0.41 -0.051
C 0.42 -4.23 0.07 -0.729
C 7.02 0.94 2.92 -0.542
H -0.76 0.66 3.35 0.319
C -7.21 3.35 -3.56 -0.260
C -5.58 4.14 -2.01 -0.245
H 3.74 1.28 3.91 0.225
C -4.62 0.11 -4.05 0.230
N 4.72 -4.42 -2.89 -0.684
H 2.00 -2.85 0.52 0.166
C 5.08 -0.85 2.10 1.040
H -4.39 0.20 -6.19 0.359
C 0.93 3.69 2.81 -0.543
C -6.34 4.35 -3.16 -0.372
P 3.48 1.19 0.85 -0.869
C 2.29 2.71 4.54 -0.618
H -6.25 5.26 -3.73 0.368
N -4.66 -0.86 -2.95 -0.118
H 4.08 -2.54 -0.16 0.282
C -6.63 2.01 -1.81 -0.324
H 0.71 4.13 4.90 0.367
C 4.04 -2.84 -1.20 0.236
C 1.26 3.57 4.16 -0.422
H -5.57 0.65 -4.07 0.230
H -6.74 1.04 -1.34 0.543
C 0.10 -0.21 5.13 -0.569
H -1.92 1.67 -3.68 0.341
H -3.85 0.84 -3.83 -0.026
Te 2.26 -0.30 -1.67 0.441
```

The charge is -2. Its HOMO energy is -0.038 Ha. As for the multiplicity: 1.

Record 2
The following is a DFT calculation (ωB97M-V/def2-TZVPD) of a structure of composition C40H41ClN5O4OsSTe in a non-equilibrium geometry.

```
94
Properties=species:S:1:pos:R:3:mulliken_charge:R:1
C -2.76 2.76 -1.80 -0.779
H 1.99 1.25 -5.92 0.355
C -2.57 4.25 -1.53 -0.352
C -0.56 1.60 -1.49 0.381
H 6.79 -1.65 0.32 0.453
H -3.55 5.00 -3.29 0.323
C -1.46 4.87 -3.77 -0.929
C 5.71 -1.72 0.34 -0.587
H -1.10 -4.39 -4.63 0.434
C 0.89 -1.37 4.25 -0.084
H -1.62 4.39 -0.99 0.200
H -1.42 -1.97 -4.22 0.464
H 1.13 4.41 4.60 0.491
N -2.09 -0.90 1.69 0.515
C 2.05 1.70 2.74 0.188
H -0.73 0.33 -7.02 0.335
C 2.95 -1.90 0.36 0.538
C -0.76 -3.95 -3.70 -0.664
Te 0.86 -2.11 0.49 0.545
H -5.06 -1.11 0.16 0.529
C 3.70 -2.79 1.13 -0.546
C -0.33 -2.88 5.66 -0.594
C 1.76 3.70 4.08 -1.150
O -0.90 1.51 3.10 -0.547
H 0.73 2.60 -3.56 0.034
H -0.64 -0.97 -2.09 0.637
H 0.85 -0.35 -4.39 0.443
H 0.73 -0.67 -6.94 0.324
C 0.37 0.35 -7.02 -1.306
H -0.49 4.85 -3.27 0.192
C 0.82 -2.17 5.38 -1.197
C 3.45 1.89 2.78 -0.417
H 3.22 -3.55 1.72 0.489
H 1.79 -0.83 4.00 0.626
S -0.75 1.72 0.27 -0.459
H -0.62 0.61 -4.47 0.353
C -4.57 -2.15 1.97 -0.696
H 4.08 1.17 2.26 0.507
C -3.72 -3.25 4.04 -0.871
Os -0.19 0.05 1.74 1.512
H -3.12 2.23 -0.92 0.165
H 0.76 -4.82 -0.80 0.463
C -0.14 -4.75 -2.74 -0.758
Cl 3.81 5.21 4.90 -0.112
N -2.96 -4.42 6.00 0.991
H -1.42 5.64 -4.53 0.454
H 1.68 -2.24 6.04 0.495
C 0.11 -2.84 -1.34 0.469
O -1.99 -4.92 6.52 -0.571
O -4.11 -4.65 6.27 -0.542
C -3.56 -2.38 2.91 0.914
C 3.56 -0.93 -0.42 -0.028
N -1.52 2.09 -2.24 0.166
H 0.68 0.75 -7.98 0.402
C -3.06 -0.71 0.80 0.334
C 0.47 0.67 -4.51 0.100
H 5.68 -3.38 1.70 0.434
C -0.94 -2.59 -3.47 -0.683
H 5.06 3.12 3.47 0.490
O 1.62 0.66 2.06 -0.203
H -3.48 2.60 -2.60 0.610
H -2.56 6.17 -2.46 0.369
H 2.98 -0.26 -1.04 0.232
H -1.59 3.92 -4.32 0.260
C -1.43 -2.78 4.78 0.567
C -1.28 -1.93 3.67 -0.080
C -4.31 -1.32 0.91 -1.188
C 3.15 3.88 4.09 0.115
H -0.79 3.23 4.08 0.391
C 4.95 -0.84 -0.43 -0.752
C 3.99 2.97 3.44 -0.774
H -3.36 4.57 -0.85 0.471
N 0.59 1.21 -2.02 0.523
H -0.01 -5.80 -2.92 0.436
H 5.44 -0.10 -1.04 0.464
C -2.59 5.13 -2.78 -0.746
H -0.39 -3.51 6.53 0.643
C 0.29 -4.20 -1.54 -0.642
C -2.34 -1.74 2.74 -0.008
H -2.84 -0.06 -0.02 0.185
H 1.27 0.83 -1.38 -0.365
H -5.54 -2.64 2.07 0.537
H 0.55 2.24 -5.99 0.351
H -1.31 2.17 -3.23 -0.101
C -0.50 -2.02 -2.28 -0.212
H -4.65 -3.77 4.20 0.612
C -0.24 2.46 3.53 -0.399
H 2.10 1.53 -3.39 0.564
C 1.20 2.63 3.41 1.418
C 1.01 1.55 -3.40 -1.438
N -0.14 -1.24 3.42 -0.227
C -2.70 -3.45 4.91 -0.188
C 0.90 1.21 -5.88 -0.613
C 5.08 -2.69 1.11 -0.683
```

The charge is +3. Its HOMO energy (spin up / spin down) is -0.591 / -0.594 Ha. As for the multiplicity: 1.

Record 3
The following is a DFT calculation (ωB97M-V/def2-TZVPD) of a structure of composition C40H41I2N8O4SW in a non-equilibrium geometry.

```
97
Properties=species:S:1:pos:R:3:mulliken_charge:R:1
C 2.52 1.60 -0.68 -0.496
C 1.83 -1.45 -2.06 -1.075
C -5.11 0.35 2.58 -0.995
H 0.51 4.19 1.26 0.475
H 4.67 -3.96 0.28 0.445
C -4.95 1.22 -2.18 -0.171
H 0.15 3.96 -3.92 0.510
C 3.94 -1.96 0.73 0.598
H 2.57 0.73 2.14 -0.062
H -1.45 2.40 -2.44 0.286
N 1.09 -0.99 -4.05 -1.169
H -2.51 -4.03 -2.52 0.499
C -0.43 2.86 3.63 -0.796
C -4.42 -1.22 4.25 -0.955
N 0.77 -0.68 -1.96 0.806
C -2.82 -0.40 -1.53 -0.309
C 1.64 2.20 -1.59 -0.391
S -1.04 2.57 1.97 0.522
H 2.67 3.59 -2.97 0.604
H 1.14 -3.77 2.70 0.274
C -3.15 -1.31 3.63 1.459
H 3.37 -3.22 -3.47 0.444
C 1.86 -1.76 2.12 1.800
H 4.76 -1.46 0.22 0.495
H 3.63 -0.31 -5.85 0.381
C -3.90 1.73 -1.37 0.782
C 3.89 -3.37 0.75 -1.169
H 3.56 1.91 -0.61 0.548
H -1.17 6.16 1.08 0.412
H 5.96 -0.61 -2.89 0.524
H -5.87 1.01 2.18 0.520
C 2.99 -1.19 1.33 -0.632
H -2.29 -2.66 5.08 0.461
C -2.83 0.93 -1.05 -2.114
C 0.46 3.31 -3.11 -0.976
N 0.33 -0.42 -3.21 -0.239
O 0.03 1.58 1.46 -0.197
C -5.39 -0.41 3.73 -0.713
H -1.47 1.14 4.44 0.237
H 5.00 0.45 -5.04 0.456
C -0.58 4.11 1.16 -0.210
C 0.50 -1.36 1.52 1.057
C 3.15 -2.31 -4.03 -1.233
C 4.08 -0.12 -4.88 -1.420
H -0.06 -2.68 3.99 0.677
C 5.02 -1.14 -2.78 -1.075
H -3.69 0.89 1.09 0.694
N 2.06 0.70 0.12 0.546
C -3.86 -0.93 -2.31 1.376
N -1.67 -0.67 1.83 0.658
H 0.22 0.82 4.01 0.044
H -4.60 -1.80 5.14 0.458
C -2.64 -2.99 -2.26 -1.502
C -0.47 1.56 4.42 -0.865
H -0.17 1.76 5.45 0.487
H -0.98 5.57 2.72 0.393
H -5.77 1.88 -2.42 0.441
C -3.90 0.28 1.95 -0.222
W -0.11 0.16 -0.10 2.313
C -2.11 -2.10 4.17 -1.793
N -1.73 -1.10 -1.14 0.423
C -3.73 -2.28 -2.68 -1.118
H 0.58 3.26 3.54 0.411
N 0.33 1.84 -1.41 1.676
I -4.00 3.67 -0.65 0.127
O 0.32 -1.74 0.26 -0.410
H 2.82 -5.05 1.54 0.433
O 1.84 -1.18 3.45 -0.586
H 3.95 0.70 1.03 0.988
H 3.40 0.51 -4.31 0.161
C -1.33 5.30 1.73 -1.445
H 2.59 -1.55 3.92 0.542
H -6.35 -0.34 4.20 0.419
H -2.40 5.12 1.77 0.304
H 5.10 -2.00 -4.73 0.373
C 2.95 0.29 1.22 -2.296
C -4.94 -0.06 -2.64 -0.280
H 2.40 -1.86 -1.24 0.880
I -6.53 -0.73 -3.81 0.107
C -0.38 2.51 -2.34 -0.689
H -4.49 -2.75 -3.29 0.303
H 5.22 -2.07 -2.23 0.342
C 1.91 -3.25 2.15 -1.425
H -1.08 3.62 4.06 0.540
H 4.36 -0.52 -2.16 -0.017
C -0.89 -2.13 3.57 -0.590
H 2.77 -2.58 -5.01 0.402
C -2.89 -0.58 2.45 -0.514
C 2.86 -3.97 1.48 -0.974
N 2.04 -1.64 -3.35 0.823
H -0.78 -2.91 -1.15 0.693
H -0.82 3.93 0.11 0.050
O -1.82 1.27 -0.27 -0.172
C -1.65 -2.37 -1.49 -0.203
C -0.72 -1.41 2.36 0.165
C 4.39 -1.42 -4.14 0.727
C 1.76 3.12 -2.63 -1.070
```

The charge is +1. Its HOMO energy (spin up / spin down) is -0.287 / -0.288 Ha. As for the multiplicity: 1.

Record 4
The following is a DFT calculation (ωB97M-V/def2-TZVPD) of a structure of composition C40H41N3P3S2Ti in a non-equilibrium geometry.

```
90
Properties=species:S:1:pos:R:3:mulliken_charge:R:1
C -2.73 0.48 1.14 0.215
H 1.78 4.39 -2.87 0.324
H -2.31 4.50 -3.55 0.447
H 4.46 1.68 1.54 0.586
C 0.27 4.07 -0.30 -0.863
H 3.97 -4.66 -5.15 0.406
H -2.38 -1.91 6.95 0.402
C 3.42 -0.27 -0.50 -1.505
H -0.71 5.78 0.57 0.389
C 2.36 -3.08 2.91 -0.898
C 1.81 3.36 -3.22 -1.586
H 5.18 -4.61 -2.99 0.424
C 1.98 -2.51 -3.46 -0.088
C -1.28 2.93 -2.52 -0.209
H 1.66 1.34 -2.48 -0.268
H -2.89 0.98 3.85 0.412
C -0.23 1.67 2.25 -1.012
H 3.70 0.22 -1.44 0.426
C -1.56 4.41 -2.77 -1.646
C -2.13 -1.55 5.97 -0.601
C -2.25 -1.96 -1.60 0.884
H 1.92 -3.32 -5.45 0.453
H -2.21 2.41 -2.29 0.526
H 1.07 -1.93 -3.59 0.274
N 1.45 0.67 0.67 3.345
C -5.18 0.77 -0.17 -0.659
H 1.15 3.88 0.32 0.488
C -3.01 1.63 0.41 -0.133
H -5.66 -1.17 0.62 0.493
C 2.83 0.67 0.50 -0.784
C 2.66 -2.48 -2.25 0.296
H -0.75 -3.14 5.57 0.477
C -2.03 -1.05 -2.59 0.805
H 1.08 3.25 -4.02 0.334
H -3.50 -1.43 1.78 0.400
C 3.61 -4.04 -4.34 -0.472
C -0.84 4.70 0.55 -1.461
H 2.80 3.18 -3.65 0.438
C -4.92 -0.38 0.57 -0.565
H -1.94 4.92 -1.88 0.312
P -0.06 2.47 -1.19 0.810
H -0.22 1.83 3.33 0.845
C 2.45 -3.29 -4.51 -0.899
H 2.74 -1.17 2.03 0.259
C 1.95 -4.39 2.70 -0.455
H 2.47 2.71 3.05 0.619
N -4.36 -3.42 -1.50 -0.500
P 2.08 -1.48 -0.86 2.303
C -3.42 -2.76 -1.57 -0.427
H 2.64 -2.75 3.90 0.476
C -4.23 1.78 -0.24 -0.556
C 2.36 2.03 2.22 -1.387
C -2.97 -0.79 -3.62 -0.558
P -1.09 0.09 1.82 1.551
H -6.12 0.88 -0.69 0.421
C 3.82 -3.24 -2.08 -0.352
C 1.61 -4.82 1.42 -0.824
H 4.34 -3.23 -1.13 0.365
H -0.67 4.94 -3.11 0.299
H 4.30 -0.78 -0.11 0.658
H 1.30 -5.84 1.25 0.464
H -0.79 4.37 1.59 0.378
C -1.50 -0.61 3.44 0.494
S -1.08 -2.25 -0.34 -0.406
Ti 0.06 -0.13 -0.43 -1.111
C 2.09 -2.62 0.56 0.256
H -2.30 2.45 0.40 0.273
C -0.90 -1.77 3.92 -0.247
C -3.70 -0.53 1.21 -0.929
H 1.42 -4.27 -0.64 0.517
C 3.41 1.49 1.42 -1.017
S -0.54 -0.15 -2.71 -0.404
H -3.45 0.15 6.10 0.434
H -0.76 2.50 1.79 -0.473
C 2.42 -2.19 1.85 -0.394
C 1.18 1.52 1.74 -0.123
H -1.84 4.50 0.17 0.202
H -0.20 -2.31 3.29 0.250
H 1.90 -5.08 3.53 0.445
C -1.22 -2.23 5.19 -0.590
C 1.68 -3.94 0.35 -0.439
H -4.45 2.68 -0.79 0.461
H 0.57 4.76 -1.09 0.782
C 1.57 2.36 -2.09 0.493
C 4.29 -4.02 -3.12 -0.828
H -0.90 2.48 -3.44 0.633
C -2.73 -0.39 5.49 -0.767
H 2.33 2.48 -1.31 0.193
C -2.42 0.08 4.23 -0.517
N -3.70 -0.51 -4.48 -0.482
```

The charge is +1. Its HOMO energy is -0.395 Ha. As for the multiplicity: 1.

Record 5
The following is a DFT calculation (ωB97M-V/def2-TZVPD) of a structure of composition C40H42B4CdFeN6O32 in a non-equilibrium geometry.

```
126
Properties=species:S:1:pos:R:3:mulliken_charge:R:1
C 2.46 -4.44 1.49 0.203
C 0.97 -7.14 -4.80 -0.452
C -5.79 0.67 -2.55 0.365
C 5.59 -0.35 -1.37 -0.698
H -1.59 -3.01 1.74 -0.105
C -0.45 -7.67 -4.71 -0.521
H -2.24 0.97 -2.89 -0.558
C -4.60 0.44 1.78 -0.021
H 4.76 -3.02 1.47 0.237
H 3.50 8.11 1.64 0.327
N 0.38 -5.73 0.61 -0.564
C 1.30 -0.41 0.63 0.744
O 0.76 2.06 3.78 -0.678
H 4.65 -0.07 0.52 0.176
C 3.67 -4.73 0.55 -0.412
H 3.66 0.64 -0.63 -0.309
C -2.48 1.54 -5.00 -0.216
B -4.73 0.48 -0.53 0.382
C 3.22 5.37 0.55 -0.355
H 6.56 -0.25 -0.89 0.430
C 0.74 0.67 9.02 0.635
H 4.40 -2.20 -1.05 -0.159
C -0.37 -2.48 -2.69 0.538
C 4.97 -4.03 1.11 -1.274
H -0.26 -8.67 -4.32 0.307
O 1.02 -1.43 -0.16 -0.321
C -2.43 -3.62 2.08 -0.579
O -4.54 -1.25 -3.53 -0.710
H -2.92 2.52 -4.80 0.407
O -6.51 0.95 -3.47 -0.547
C -2.58 -2.11 4.14 -0.478
C -1.40 -6.82 -3.94 0.549
O -5.74 1.17 -1.31 -0.713
H 1.11 -6.34 -5.53 0.320
O -2.34 5.85 -2.06 -0.504
C 1.33 1.82 4.87 -0.075
C -1.71 4.62 -0.26 0.362
H 3.58 -4.43 -0.50 0.284
B 1.73 1.62 7.16 0.903
C -0.34 1.83 -3.69 -1.354
C -1.45 -2.87 -1.65 -0.209
C 4.96 -1.65 -1.81 -0.744
H 5.27 -4.55 2.01 0.467
N -2.15 -6.22 -3.29 -0.316
H 2.19 -3.38 1.57 -0.187
N 5.50 2.92 0.21 -0.518
O 2.25 -0.20 1.35 -0.491
H 3.88 7.30 -0.37 0.413
H 1.53 -8.04 -5.07 0.283
B -3.53 5.40 -1.30 1.422
O -5.33 -0.05 0.71 -0.615
H -1.35 -0.02 -4.01 -0.051
O 0.76 2.84 10.28 -0.562
H -3.13 -4.04 1.36 0.218
C -1.21 5.44 -1.42 0.299
H 0.21 1.72 -4.63 0.489
O -2.95 4.63 -0.19 -0.724
C -1.61 -1.08 3.67 0.005
O 1.18 0.37 7.82 -0.452
O -6.69 4.53 -2.74 -0.615
O 3.60 1.15 4.12 -0.530
C -1.65 1.00 -3.80 0.907
H 0.24 1.54 -2.82 0.121
O -0.03 -1.28 -2.35 -0.967
O 0.82 2.08 6.08 -0.708
N -0.92 -0.23 3.31 -0.216
H 1.25 -5.85 -3.09 0.144
H 5.79 -4.04 0.39 0.316
H -2.01 -2.86 4.69 0.403
C 2.98 6.86 0.05 -0.520
C -4.79 -0.50 -2.59 0.668
H 5.73 0.25 -2.27 0.389
O 0.02 1.71 1.16 1.597
O -1.05 4.00 0.61 -0.420
O -2.54 1.88 1.89 -0.386
O -3.68 1.41 -0.12 0.401
H 2.74 -6.32 -3.77 0.397
H -4.07 -3.35 3.53 0.471
H 3.59 4.84 -0.33 0.310
H -3.89 -2.08 2.38 -0.092
O 1.86 2.66 8.27 -0.389
H 4.06 5.23 1.23 0.407
C 1.11 2.23 9.28 0.583
O -0.07 5.66 -1.79 -0.574
O -4.80 0.33 2.99 -0.581
H 1.99 7.25 2.02 0.294
H 1.86 8.49 0.82 0.349
O -0.68 0.23 -0.39 0.401
Cd -3.75 -5.05 -2.68 1.126
C -3.31 -2.75 3.02 -0.351
H -3.34 -1.69 4.81 0.361
C -1.63 1.36 -6.21 0.017
H 5.72 -2.37 -2.12 0.376
H 3.90 -5.79 0.65 0.399
N 1.32 4.04 1.94 -0.127
H -0.88 -7.94 -5.68 0.364
O -4.41 4.53 -2.17 -0.230
C 2.09 4.67 1.32 0.167
C 5.11 1.86 -0.07 -0.072
O -4.39 6.50 -0.90 -0.644
O -0.19 -3.05 -3.80 -0.681
C -5.55 6.41 -1.35 0.459
O -2.30 -3.73 -1.71 0.147
C 1.25 -5.15 1.03 0.153
C 4.72 0.50 -0.40 0.812
C 2.55 7.76 1.24 -1.133
H 1.96 -7.54 -2.91 0.348
O 3.02 1.46 6.42 -0.436
O -6.45 7.22 -1.27 -0.590
C -5.67 5.00 -2.18 0.558
O 0.13 -0.05 9.80 -0.583
H 2.70 -4.84 2.47 0.440
H -2.07 -4.39 2.77 0.406
C -3.51 1.37 1.24 0.486
C 1.74 -6.70 -3.57 -1.006
O -4.15 -0.56 -1.42 0.343
H -3.32 0.87 -5.19 0.269
C 0.10 0.62 0.56 -0.095
H -0.61 2.88 -3.59 0.383
H 2.23 6.98 -0.73 0.212
C 2.81 1.41 5.08 0.436
N -0.96 1.32 -7.16 -0.472
B -0.25 -1.09 -0.91 0.672
H 4.36 -1.54 -2.71 0.365
Fe -0.77 2.99 2.54 1.410
O -1.36 -2.01 -0.66 0.254
```

The charge is +1. Its HOMO energy (spin up / spin down) is -0.396 / -0.396 Ha. As for the multiplicity: 6.

Sequential total energy output: -3469.3987, -3339.7153, -3348.3385, -4382.8743, -5816.7271 Ha